Entry from the OMol25 dataset: a 6-piece molecular cluster, C34H57Cl2N2O12 overall (ωB97M-V/def2-TZVPD).

Output
largest force on an atom = 0.010 hartree/bohr
E = -3262.37316 hartree

ORCA input file:
```
! RIJCOSX wB97M-V def2-TZVPD def2/J DEFGRID3
* xyz 1 1
O 3.07335 7.20086 -0.05027
C -5.53430 -7.57052 -3.02418
C -4.77285 -2.66744 0.72858
H 1.15844 -2.94162 -3.41845
C -2.73507 -5.24776 4.26915
H -1.14197 -4.57135 -2.59430
H -6.62708 -8.45343 -4.64704
H -0.32525 2.33512 0.15683
H 1.20653 5.69140 3.17129
C 5.82556 2.16725 3.53909
H -1.21706 -2.90780 4.89971
H -0.75810 -2.19384 -2.09572
H 5.45689 3.48697 5.14304
O -1.78263 -2.76877 2.08608
C -2.39529 1.36151 2.46191
H -2.61790 -3.89804 -3.29612
C -0.06339 3.20899 0.74867
C -0.41321 2.98226 2.20742
C 3.14742 2.24420 -0.67350
N 5.74096 2.10456 2.13708
C -4.32062 -1.86806 -0.47215
H -0.79175 0.30994 1.43302
H 3.94842 1.14109 1.60383
Cl -1.97622 0.60202 4.03422
H -5.72220 -4.12874 -1.52185
H -3.02591 -6.27003 4.04487
C -6.28298 -7.46962 -4.34012
H 2.75679 4.72374 1.68361
H 1.82238 2.69232 1.28595
C -1.01565 -4.26338 -4.69025
C 4.94403 3.18510 4.23344
C -1.53262 -3.85516 -3.32113
O -2.82610 -4.48929 3.04403
C -1.90332 2.81104 2.50818
C 4.40270 2.14545 1.56577
H 4.74119 4.05752 3.61302
C 4.38028 2.68151 0.12943
H 6.12798 0.08373 1.61132
C -4.42720 -6.00391 -4.29398
O 0.13874 3.99866 3.03674
H 5.28016 8.22647 -3.81100
O 0.00492 -3.44767 -5.04491
H -0.66232 -5.83705 4.23243
H -4.64687 -7.57234 -5.74971
O -1.39195 -5.15628 -5.39239
H 3.99530 2.72940 4.52771
O -4.44316 -6.76381 -3.06959
C -0.94762 -3.69839 4.19538
C 3.83208 7.26231 -0.98191
C -4.50456 -4.10059 0.29664
H -3.47483 -4.36313 0.53789
H -1.63883 -1.71703 -3.54950
H 3.79424 2.79423 2.19999
C -4.68122 -4.01040 -1.21330
H 4.43095 3.77486 0.16168
O -5.79848 -8.21875 -2.05562
H -2.04085 3.21157 3.50880
C 0.31320 -2.53527 -3.97915
H -1.17292 -5.20237 5.79797
O -4.25276 -2.66993 -1.55627
O 6.60011 1.47927 4.15180
H -0.53226 4.08811 0.31015
H 2.78782 8.33381 -2.52162
H 2.38946 4.24178 -0.98352
H -2.07780 0.97119 0.36813
H 7.53072 1.04550 2.08780
H 6.79451 1.31217 0.50397
H -3.48054 1.38594 2.40351
C -1.86246 0.50327 1.33190
H 2.75971 1.29167 -0.29013
Cl -2.91919 3.82406 1.43037
H 1.70763 5.49426 0.52272
O -4.03272 -0.70346 -0.51696
C -1.28728 -5.09023 4.72272
H -5.15979 -4.84036 0.75011
H -4.87250 -5.02437 -4.08883
H 6.10577 5.86204 -2.63653
H -3.39174 -5.87042 -4.59162
H 0.08973 -3.55808 3.90374
C -0.95526 -2.45745 -3.13278
C 1.73285 4.75534 1.31556
H -4.06733 -4.71123 -1.77100
H 3.41560 2.05871 -1.71418
C 6.59333 1.07374 1.54560
N 1.41672 3.42278 0.69543
C 0.70491 5.12337 2.39221
H 0.60792 -1.59102 -4.43105
O 4.88885 6.43052 -1.07895
H 6.52307 7.40646 -1.87055
C 3.80646 8.20017 -2.16761
H -5.83348 -2.46293 0.89340
H -2.35836 -0.46337 1.34226
H -0.07354 5.76253 1.96632
C 2.02295 3.26049 -0.68533
C -5.26889 -6.81361 -5.27428
H -5.71182 -6.19842 -6.05380
H -3.44296 -4.82064 4.98148
H 4.17663 9.16935 -1.82559
C -1.85029 -3.55981 2.98763
H 1.21400 2.96759 -1.35201
H 5.28024 2.36328 -0.39262
H 0.07001 2.04224 2.51106
H 4.21157 6.82434 -3.78295
C 4.75756 7.53243 -3.15815
H -7.15843 -6.83798 -4.17193
H -4.21069 -2.35773 1.60614
C 5.70179 6.78242 -2.22439
*
```